This record from the OMol25 dataset describes an isolated molecule of C4H8O3 in a non-equilibrium geometry. The level of theory is the ωB97M-V functional and the def2-TZVPD basis.

The geometry in XYZ format:
```
15
Properties=species:S:1:pos:R:3:forces:R:3
C 1.8443 1.4720 -1.2680 -0.1 0.1 -0.3
O 1.6815 0.7120 -0.0887 -0.4 -0.2 -0.1
C 0.5676 -0.0084 0.1955 -0.2 -0.1 0.8
O -0.3480 -0.3231 -0.7368 -1.2 -0.5 1.3
C 0.3750 -0.4216 1.4524 0.7 -0.2 0.4
C -1.8525 -0.5957 0.0582 0.7 0.4 -1.1
O -2.2111 -1.6003 0.9233 1.0 0.0 -0.6
H 1.2037 2.3592 -1.2577 0.0 -0.1 -0.1
H 2.8935 1.7908 -1.2747 -0.3 -0.1 0.0
H 1.6441 0.8732 -2.1591 0.0 0.1 0.0
H -0.1434 -1.3565 1.5880 -0.3 0.4 0.4
H 0.9356 0.0077 2.2560 0.5 -0.1 0.2
H -2.0078 0.3336 0.6110 0.4 -0.1 -0.5
H -2.2781 -0.7315 -0.9117 -0.8 0.2 -0.4
H -2.3837 -2.4362 0.4661 0.1 0.3 -0.1
```
Positions in Å, forces in eV/Å.

Values from the calculation:
**Electronic energy**: -10417.1004 eV
**SMILES**: C=C(OC)OCO
**Energy above the lowest of the compared OMol25 structures with the same formula, charge and spin**: 376.6 kJ/mol
**Orbital gap**: 8.4 eV
**Charge**: 0
**LUMO level**: 0.6 eV
**Largest force on an atom**: 1.8 eV/A



This record from the OMol25 dataset describes a structure of composition C21H42NO6P2RhSSi. The level of theory is the ωB97M-V functional and the def2-TZVPD basis.

The geometry in XYZ format:
```
75
Properties=species:S:1:pos:R:3:forces:R:3
Rh 0.0388 0.7868 0.6982 0.4 0.1 0.3
C -1.7754 -3.9083 1.3133 0.0 0.0 0.0
C -2.2168 -3.5003 -0.0720 0.0 0.0 0.0
C -2.9556 -4.5787 -0.8219 0.0 0.0 0.0
O -0.9960 -3.2052 -0.8747 0.0 0.0 0.0
P -0.2307 -1.8699 -0.9808 -0.1 0.0 0.1
O -0.8443 -0.8675 0.0121 0.1 -0.2 0.1
C 1.4974 -2.1951 -0.6279 0.1 0.2 0.0
P 2.4954 -0.7022 -0.9675 -0.2 -0.5 0.0
O 1.6571 0.4703 -0.5474 -0.2 0.3 0.0
O 3.8598 -0.8593 -0.2538 0.0 0.1 0.0
C 4.2379 -1.0057 1.1659 0.0 0.0 0.1
C 3.2333 -0.3497 2.0902 0.0 0.0 -0.1
C 4.4706 -2.4702 1.4558 0.0 0.0 0.0
O 2.8174 -0.6062 -2.4681 0.0 0.0 0.0
C 3.8534 -1.4067 -3.1811 0.0 0.0 0.0
C 5.0461 -0.5115 -3.4080 0.0 0.0 0.0
C 3.2013 -1.9008 -4.4483 0.0 0.0 0.0
O -0.1739 -1.3615 -2.4380 -0.1 0.0 0.0
C -1.2141 -0.5707 -3.1467 0.0 0.0 0.0
C -2.4609 -1.4066 -3.3179 0.0 0.0 0.0
C -0.5739 -0.1450 -4.4434 0.0 0.0 0.0
H -2.6501 -4.1437 1.9195 0.0 0.0 0.0
H -1.2287 -3.1005 1.8035 0.0 0.0 0.0
H -1.1450 -4.7966 1.2661 0.0 0.0 0.0
H -2.7937 -2.5763 -0.0382 0.0 0.0 0.0
H -2.3607 -5.4909 -0.8633 0.0 0.0 0.0
H -3.1903 -4.2618 -1.8368 0.0 0.0 0.0
H -3.8900 -4.7987 -0.3055 0.0 0.0 0.0
H 1.8512 -3.0647 -1.1850 0.0 0.0 -0.1
H 1.5704 -2.4383 0.4357 0.0 0.0 0.0
H 5.1802 -0.4642 1.2110 0.0 0.0 0.0
H 2.2750 -0.8817 2.0776 0.0 0.0 0.0
H 3.0824 0.6976 1.8293 0.0 0.0 0.0
H 3.6122 -0.3964 3.1106 0.0 0.0 0.0
H 3.5356 -3.0342 1.4586 0.0 0.0 0.0
H 4.9266 -2.5749 2.4401 0.0 0.0 0.0
H 5.1476 -2.9057 0.7227 0.0 0.0 0.0
H 4.1187 -2.2423 -2.5290 0.0 0.0 0.0
H 4.7554 0.3567 -3.9994 0.0 0.0 0.0
H 5.8113 -1.0610 -3.9561 0.0 0.0 0.0
H 5.4727 -0.1762 -2.4639 0.0 0.0 0.0
H 2.9370 -1.0589 -5.0886 0.0 0.0 0.0
H 2.3020 -2.4779 -4.2313 0.0 0.0 0.0
H 3.8993 -2.5391 -4.9892 0.0 0.0 0.0
H -1.4096 0.2948 -2.5106 0.0 0.0 0.0
H -2.2331 -2.3230 -3.8630 0.0 0.0 0.0
H -3.1960 -0.8408 -3.8897 0.0 0.0 0.0
H -2.9123 -1.6615 -2.3572 0.0 0.0 0.0
H -0.3643 -1.0152 -5.0661 0.0 0.0 0.0
H 0.3546 0.3933 -4.2558 0.0 0.0 0.0
H -1.2545 0.5108 -4.9856 0.0 0.0 0.0
C -3.7720 5.0298 1.0860 0.0 0.0 0.0
Si -2.6658 5.0681 2.5801 0.0 0.0 0.0
C -3.5225 5.7225 4.0878 0.0 0.0 0.0
C -1.0569 5.9373 2.2347 0.0 0.0 0.0
C -2.2079 3.2366 2.9547 -0.1 0.1 0.1
C -2.5698 2.5640 4.1365 0.0 0.1 0.0
C -2.2323 1.2392 4.3670 0.0 0.0 0.0
C -1.5037 0.5499 3.4099 0.0 0.0 0.0
N -1.1403 1.1779 2.2972 -0.2 -0.2 -0.4
C -1.4928 2.4545 2.0825 0.0 -0.2 0.1
S -0.8031 2.7672 0.4716 0.2 0.2 -0.1
H -4.0842 6.0445 0.8292 0.0 0.0 0.0
H -4.6733 4.4452 1.2804 0.0 0.0 0.0
H -3.2731 4.6128 0.2084 0.0 0.0 0.0
H -3.7975 6.7669 3.9244 0.0 0.0 0.0
H -2.8810 5.6927 4.9711 0.0 0.0 0.0
H -4.4446 5.1794 4.3056 0.0 0.0 0.0
H -1.2396 6.9934 2.0254 0.0 0.0 0.0
H -0.5353 5.5267 1.3661 0.0 0.0 0.0
H -0.3876 5.8812 3.0955 0.0 0.0 0.0
H -3.1381 3.0966 4.8896 0.0 0.0 0.0
H -2.5322 0.7359 5.2748 0.0 0.0 0.0
H -1.2170 -0.4864 3.5234 0.0 0.0 0.0
```
Positions in Å, forces in eV/Å.

Values from the calculation:
**Electronic energy**: -76524.5928 eV
**Orbital gap (alpha / beta)**: 7.0 / 6.5 eV
**Charge**: +2
**LUMO level (alpha / beta)**: -7.9 / -8.5 eV
**Largest force on an atom**: 0.6 eV/A



This record from the OMol25 dataset describes a structure of composition C30H30N9O6SW in a non-equilibrium geometry. The level of theory is the ωB97M-V functional and the def2-TZVPD basis.

The geometry in XYZ format:
```
77
Properties=species:S:1:pos:R:3:forces:R:3
W -0.0554 0.0763 -0.1528 0.0 -2.8 1.7
C -2.0883 -3.9379 -0.4460 0.3 -0.3 0.0
O -3.3415 -3.3366 -0.1466 -0.3 0.5 0.0
C -3.3412 -2.3047 0.7449 0.3 0.2 -0.2
C -4.3823 -2.2196 1.6671 0.2 0.0 -0.1
C -4.3553 -1.2700 2.6720 0.0 0.0 0.0
C -3.2901 -0.3903 2.7908 0.3 0.2 -0.4
C -2.2924 -0.3856 1.8214 -0.4 -0.7 -0.3
C -1.1301 0.5424 1.8041 -0.3 1.4 -0.9
N -1.1618 1.5332 0.8443 -0.1 -0.4 0.7
N -0.3572 2.6292 1.0562 0.3 1.4 0.5
C 0.9134 2.3840 1.0351 -1.3 0.4 -0.1
O 1.3327 1.1546 0.7791 0.2 -0.1 0.1
C 1.8419 3.5015 1.2121 0.5 0.0 0.1
C 1.4055 4.6815 1.8161 0.1 -0.2 -0.1
C 2.2631 5.7611 1.9048 0.0 0.0 0.0
C 3.5496 5.6743 1.3908 0.0 0.0 0.0
C 3.9853 4.4975 0.8028 0.1 0.1 -0.1
C 3.1387 3.4090 0.7129 -0.3 0.0 0.1
C -2.3466 -1.3131 0.7622 -0.9 0.0 1.2
O -1.3900 -1.2222 -0.1896 -1.2 -0.7 0.2
H -2.1717 -5.0029 -0.2128 0.0 0.1 -0.1
H -1.2679 -3.5064 0.1382 -0.2 -0.1 -0.1
H -1.8709 -3.8185 -1.5104 0.0 0.0 0.1
H -5.1902 -2.9287 1.5807 0.0 -0.1 0.1
H -5.1579 -1.2315 3.3896 -0.1 0.0 0.1
H -3.2447 0.3065 3.6125 0.0 0.1 0.1
H -0.6982 0.8240 2.7768 0.5 -0.5 -0.5
H 0.3981 4.7271 2.1997 -0.1 0.0 0.0
H 1.9297 6.6785 2.3648 0.0 0.1 0.1
H 4.2136 6.5244 1.4509 0.0 0.0 0.0
H 4.9840 4.4374 0.3987 0.1 0.0 0.0
H 3.4559 2.4908 0.2402 0.1 0.0 0.0
N -0.7954 -1.0194 -2.9181 0.1 -0.5 -0.6
N 0.0446 -2.1470 -2.9191 -0.5 0.4 -0.3
C 0.9418 -2.3126 -1.8999 -0.2 -0.1 -0.6
O 1.5763 -3.3360 -1.7746 0.1 -0.1 -0.1
O 1.0547 -1.2565 -1.1280 0.7 0.1 -0.7
H -1.7738 -1.3065 -2.8615 0.3 0.1 0.1
H -0.6565 -0.4683 -3.7650 0.0 -0.2 0.1
H -0.0616 -2.8874 -3.6024 0.0 0.1 0.3
N -3.3082 2.4634 -2.0957 0.5 -0.1 -0.1
C -3.0277 1.3216 -1.4663 0.7 -0.6 0.3
N -1.7209 1.1031 -1.4977 0.3 1.4 -1.1
C -1.2242 2.2087 -2.1952 -3.2 -0.7 0.8
N -2.1955 3.0355 -2.5688 1.1 0.0 0.0
C 0.1763 2.2921 -2.3685 2.7 -1.6 0.9
C 0.8835 3.2163 -3.1495 -0.9 -0.2 0.1
N 2.1811 3.1821 -3.3038 1.0 -1.0 0.6
C 2.8419 2.1665 -2.6844 -0.4 1.4 -1.1
C 2.2139 1.2432 -1.9039 -1.4 -1.0 0.8
N 0.8614 1.2738 -1.6771 0.4 4.1 -2.6
H -4.1999 2.9174 -2.2356 0.1 -0.1 0.0
H -3.7481 0.6809 -0.9957 -0.2 0.0 0.1
H 0.3455 3.9957 -3.6703 -0.2 0.1 0.0
H 3.9063 2.1335 -2.8623 0.1 -0.1 0.1
H 2.7541 0.4194 -1.4387 -0.1 0.3 0.0
C 6.7194 0.7891 -0.6606 0.1 0.0 0.0
C 5.5216 0.0241 -0.2031 -0.1 -0.1 0.0
C 4.7869 0.4067 0.9138 0.0 -0.2 -0.1
C 3.6528 -0.2953 1.2927 0.0 -0.1 0.2
C 3.2532 -1.3936 0.5487 0.2 -0.3 -0.1
C 3.9910 -1.8074 -0.5537 0.0 -0.1 0.0
C 5.1160 -1.0968 -0.9229 0.0 0.1 0.1
S 1.7811 -2.3358 0.9659 1.3 -0.2 1.0
C 2.3679 -2.8748 2.6107 -0.4 0.2 -0.4
O 0.7403 -1.2613 1.3506 -0.3 0.6 0.3
H 6.9749 1.5885 0.0278 0.1 0.1 0.1
H 6.5257 1.2240 -1.6406 0.1 0.1 -0.1
H 7.5735 0.1227 -0.7637 0.1 0.0 0.0
H 5.1137 1.2554 1.4958 0.0 0.1 0.1
H 3.0822 0.0251 2.1519 0.0 0.0 0.0
H 3.6664 -2.6679 -1.1159 -0.1 -0.1 -0.1
H 5.6967 -1.4061 -1.7784 0.0 -0.1 -0.1
H 2.7317 -2.0274 3.1821 0.0 0.1 0.0
H 3.1689 -3.5890 2.4469 0.1 -0.1 -0.1
H 1.5492 -3.3578 3.1330 -0.2 -0.1 0.0
```
Positions in Å, forces in eV/Å.

Values from the calculation:
**Electronic energy**: -69946.8004 eV
**Energy above the lowest of the compared OMol25 structures with the same formula, charge and spin**: 196.3 kJ/mol
**Orbital gap (alpha / beta)**: 6.2 / 6.2 eV
**Charge**: +1
**LUMO level (alpha / beta)**: -4.0 / -4.0 eV
**Largest force on an atom**: 4.8 eV/A